Molecular formula: C4H6O2
Method: DFT, ωB97M-V/def2-TZVPD

Structure (XYZ):
```
12
Properties=species:S:1:pos:R:3:forces:R:3
O 1.1147 1.7302 -0.3888 -0.3 -0.1 0.4
C 0.3108 1.5742 0.4993 0.2 0.0 -0.2
C -0.3377 0.2509 0.8250 0.0 0.0 0.0
C 0.2967 -0.8940 0.0521 0.0 0.0 0.0
C -0.1233 -0.9128 -1.4006 -0.3 0.1 -0.1
O -1.1060 -0.3519 -1.8220 0.4 -0.2 0.2
H 0.0071 2.4256 1.1433 0.0 0.0 -0.1
H -1.4022 0.3372 0.5676 0.1 0.0 0.1
H -0.2854 0.0959 1.9097 0.0 0.0 -0.1
H 1.3902 -0.8493 0.1036 -0.1 0.0 0.0
H -0.0014 -1.8624 0.4779 0.0 0.1 -0.1
H 0.5164 -1.5204 -2.0749 -0.1 0.1 0.1
```
Positions in Å, forces in eV/Å.

Calculated values
Energy above the lowest of the compared OMol25 structures with the same formula, charge and spin: 89.8 kJ/mol
Orbital gap: 0.4028 Ha
SMILES: O=CCCC=O
HOMO level: -10.024 eV
E_LUMO: 0.0344 hartree

***

Molecular formula: C33H37IrN4O4
Method: DFT, ωB97M-V/def2-TZVPD

Structure (XYZ):
```
79
Properties=species:S:1:pos:R:3:forces:R:3
Ir 0.8205 -0.4591 0.0064 -0.2 0.1 0.1
C 0.5436 -6.0637 -0.6664 0.0 0.0 0.0
C 0.3523 -5.1071 -1.6506 0.0 0.0 0.0
C 0.0968 -3.7868 -1.3067 0.0 0.0 0.1
C 0.0182 -3.4154 0.0322 0.0 -0.1 0.0
C 0.2296 -4.3767 1.0210 0.0 0.1 0.0
C 0.4908 -5.6904 0.6707 0.0 0.0 0.0
N -0.2480 -2.0624 0.3817 0.0 0.0 -0.1
C -1.2301 -1.8209 1.3521 0.0 0.0 0.0
C -2.2508 -2.7012 1.7228 0.0 0.0 0.0
C -3.1857 -2.3070 2.6666 0.0 0.0 0.0
C -3.1356 -1.0478 3.2634 0.0 0.0 0.0
C -2.1343 -0.1613 2.9109 0.0 0.0 0.0
C -1.2032 -0.5573 1.9640 0.0 -0.1 0.0
N -0.1391 0.2389 1.4938 0.0 0.0 -0.1
N 0.0582 1.3976 2.0058 -0.1 -0.2 0.1
C 1.1466 1.9841 1.4189 0.1 0.1 -0.1
C 1.5736 3.2298 1.8816 0.0 0.0 0.0
C 2.6985 3.7963 1.3363 0.0 0.0 0.0
C 3.3866 3.1010 0.3410 0.0 0.0 0.0
C 2.9149 1.8835 -0.0828 0.0 -0.1 -0.1
N 1.7941 1.3182 0.4181 0.1 0.1 0.0
H 0.7521 -7.0902 -0.9365 0.0 0.0 0.0
H 0.4278 -5.3843 -2.6947 0.0 0.0 0.0
H 0.0256 -3.0216 -2.0625 0.0 0.0 0.0
H 0.2011 -4.0838 2.0632 0.0 0.0 0.0
H 0.6613 -6.4265 1.4453 0.0 0.0 0.0
H -2.3016 -3.6885 1.2830 0.0 0.0 0.0
H -3.9682 -2.9993 2.9493 0.0 0.0 0.0
H -3.8735 -0.7694 4.0026 0.0 0.0 0.0
H -2.0552 0.8239 3.3483 0.0 0.0 0.0
H 1.0071 3.7014 2.6709 0.0 0.0 0.0
H 3.0506 4.7587 1.6817 0.0 0.0 0.0
H 4.2839 3.4991 -0.1096 0.0 0.0 0.0
H 3.4327 1.3250 -0.8473 0.0 0.0 0.0
C -3.1937 -2.0158 -1.7826 0.0 -0.2 0.0
C -2.5638 -1.4244 -2.9684 0.0 0.1 -0.1
C -3.3001 -1.1346 -4.2112 0.0 -0.1 -0.1
O -1.3145 -1.2408 -2.8859 -0.3 -0.1 0.3
C -2.8069 1.3233 -1.2649 0.3 -0.2 0.1
O -3.4783 1.0044 -2.1614 -0.1 0.1 -0.1
O -2.1069 1.5800 -0.3870 -0.1 0.2 0.0
H -3.0510 -3.1021 -1.8735 0.0 0.0 0.0
H -4.2571 -1.8033 -1.7342 0.0 0.0 0.0
H -2.6626 -1.7152 -0.8796 0.0 0.0 0.0
H -3.4181 -2.0954 -4.7279 0.0 0.0 0.0
H -2.7636 -0.4503 -4.8656 0.0 0.0 0.0
H -4.2950 -0.7570 -3.9879 0.0 0.0 0.0
H -0.8703 -0.8544 -3.6769 0.0 0.1 -0.1
C 3.6490 -3.3018 -1.5444 0.0 0.0 0.0
C 4.3760 -1.9935 -1.2465 0.0 0.0 0.0
C 4.3054 -1.6550 0.2442 0.0 0.0 0.0
C 3.9530 -0.8189 -2.1147 0.1 0.0 0.0
C 4.9628 -0.0500 -2.6906 0.0 -0.1 0.0
C 4.6944 1.0695 -3.4598 0.0 0.0 0.0
C 3.3762 1.4358 -3.6756 0.0 0.0 0.0
C 2.3349 0.7051 -3.1166 0.0 0.1 0.0
C 0.8927 1.1137 -3.3354 0.0 -0.1 0.0
C 0.6632 2.6176 -3.4537 0.0 0.0 0.0
C 0.3489 0.3843 -4.5726 0.0 0.2 0.0
C 2.6199 -0.4234 -2.3229 -0.2 0.0 0.1
O 1.5952 -1.0962 -1.7462 0.1 0.0 0.1
H 4.1572 -4.1321 -1.0502 0.0 0.0 0.0
H 3.6313 -3.5064 -2.6164 0.0 0.0 0.0
H 2.6236 -3.2690 -1.1882 0.0 0.0 0.0
H 5.4322 -2.1542 -1.4820 0.0 0.0 0.0
H 3.2722 -1.5288 0.5797 0.0 0.0 0.0
H 4.8495 -0.7351 0.4693 0.0 0.0 0.0
H 4.7475 -2.4606 0.8336 0.0 0.0 0.0
H 5.9924 -0.3460 -2.5228 0.0 0.0 0.0
H 5.5026 1.6464 -3.8892 0.0 0.0 0.0
H 3.1632 2.3133 -4.2710 0.0 0.0 0.0
H 0.3418 0.7690 -2.4531 -0.1 0.0 -0.1
H 1.1378 3.0393 -4.3392 0.0 0.0 0.0
H 1.0554 3.1401 -2.5799 0.0 0.0 0.0
H -0.4047 2.8379 -3.5295 0.0 0.0 0.0
H 0.8766 0.6917 -5.4762 0.0 0.0 0.0
H -0.7121 0.6167 -4.7542 0.0 0.0 0.0
H 0.5131 -0.6985 -4.4990 0.2 0.0 -0.1
```
Positions in Å, forces in eV/Å.

Calculated values
Orbital gap (alpha / beta): 0.2136 / 0.2249 Ha
Net charge: +1
Spin multiplicity: 2
HOMO level (alpha / beta): -9.876 / -10.184 eV
E_LUMO (alpha / beta): -0.1493 / -0.1493 hartree

***

Molecular formula: C5H7N2
Method: DFT, ωB97M-V/def2-TZVPD

Structure (XYZ):
```
14
Properties=species:S:1:pos:R:3:forces:R:3
C -1.8457 -0.7064 0.0695 -2.1 -1.2 -0.1
C -0.9859 0.4716 0.1131 1.9 1.2 -2.4
N 0.4977 0.3756 0.1967 -1.6 -2.5 0.6
N 1.0595 -0.8113 0.3283 -3.0 2.5 0.2
C 2.3419 -0.4053 0.2402 2.4 0.6 -2.2
C 3.5982 -0.3851 -0.3771 -2.5 2.1 2.0
C 2.9999 0.7760 0.1090 2.2 -1.5 0.5
H -2.0977 -1.0522 1.0449 -0.1 -0.5 0.9
H -2.8448 -0.5067 -0.4249 1.2 0.2 0.5
H -1.4340 -1.5493 -0.4758 0.4 0.1 -0.1
H -1.1332 0.9666 -0.8924 0.7 -0.1 0.5
H -1.2017 1.3477 0.7179 -0.2 -0.2 0.7
H 4.4631 -0.7107 -0.8683 0.9 -0.9 -0.6
H 3.1538 1.8043 0.3847 -0.2 0.2 -0.3
```
Positions in Å, forces in eV/Å.

Calculated values
Energy above the lowest of the compared OMol25 structures with the same formula, charge and spin: 659.6 kJ/mol
Orbital gap: 0.3365 Ha
SMILES: CCN=[N+]=c1cc1
Net charge: +1
HOMO level: -15.157 eV
E_LUMO: -0.2205 hartree

***

Molecular formula: C20H23ClOPSSc
Method: DFT, ωB97M-V/def2-TZVPD

Structure (XYZ):
```
48
Properties=species:S:1:pos:R:3:forces:R:3
Sc -2.3310 -0.5381 -1.8102 2.8 0.6 0.0
Cl -0.0123 -1.0505 -2.1010 -1.2 -0.9 -0.2
P -2.0113 -0.6046 1.0115 -0.1 1.1 0.8
C -3.0189 -1.6947 0.0403 -1.6 -1.1 -0.7
C -4.3400 -1.3940 -0.4293 0.5 -0.9 0.6
C -4.9549 -2.2480 -1.3695 0.1 0.5 -0.1
C -4.1922 -3.2008 -2.0501 -0.3 -0.1 -0.2
C -2.8442 -3.4114 -1.7102 -0.3 -0.5 -0.2
C -2.3012 -2.7268 -0.6344 -0.1 -0.3 0.8
C -1.4976 -1.6239 2.4056 0.8 -0.8 0.3
C -0.5306 -1.0959 3.2899 -0.3 -0.4 -0.1
C -0.0560 -1.8758 4.3496 -0.3 -0.1 -0.3
C -0.5026 -3.1973 4.5003 0.0 -0.1 -0.1
C -1.4468 -3.7362 3.6171 0.0 0.3 -0.3
C -1.9532 -2.9478 2.5705 0.3 0.0 0.3
C -3.1365 0.6283 1.7321 0.1 -0.2 -0.6
C -2.9444 1.9869 1.4038 0.0 -0.5 0.1
C -3.7533 2.9434 2.0013 -0.6 -0.1 0.4
C -4.7726 2.5142 2.8841 0.1 -0.2 -0.2
C -4.9824 1.1455 3.1735 0.2 0.3 -0.2
C -4.1482 0.1861 2.5955 0.0 0.6 0.1
H -0.1594 -0.0812 3.1382 -0.1 -0.2 0.1
H 0.6798 -1.4601 5.0363 -0.2 -0.1 -0.2
H -0.0910 -3.8308 5.2975 -0.2 0.4 -0.4
H -1.7764 -4.7803 3.7001 0.2 0.6 0.1
H -2.6837 -3.3872 1.8820 0.3 0.2 0.4
H -4.9240 -0.6110 0.0484 0.2 0.0 0.0
H -6.0390 -2.1368 -1.5626 0.8 0.0 0.0
H -4.6842 -3.8318 -2.7970 0.3 0.3 0.2
H -2.2568 -4.1854 -2.2300 -0.3 0.5 0.3
H -1.3419 -3.0390 -0.2227 0.0 0.3 -0.4
H -2.1564 2.2656 0.6879 -0.4 -0.2 0.5
H -3.6018 4.0098 1.7823 -0.2 -0.6 0.2
H -5.4349 3.2571 3.3381 0.3 -0.3 -0.1
H -5.7754 0.8140 3.8542 0.3 0.4 -0.3
H -4.2589 -0.8843 2.8160 0.0 0.5 0.0
H -5.4839 0.0797 -2.5392 0.0 0.4 0.1
H -5.4831 0.6880 -2.0944 0.0 -0.2 -0.3
C -0.7360 3.2401 -3.1104 -0.5 -0.3 -0.6
S -0.0936 1.9239 -2.0855 -1.1 0.8 0.5
C 0.2127 3.0924 -0.7375 -0.2 -0.2 0.6
O -1.4950 1.2530 -1.6868 0.3 1.1 -0.6
H 0.0492 3.9440 -3.4005 0.0 -0.2 0.1
H -1.4975 3.7229 -2.4819 0.2 0.0 -0.5
H -1.1863 2.7615 -3.9925 0.2 0.4 0.2
H -0.7208 3.6809 -0.6417 0.6 -0.4 0.4
H 0.5163 2.5509 0.1663 -0.3 0.1 -0.2
H 1.0366 3.7732 -0.9909 -0.2 -0.3 -0.3
```
Positions in Å, forces in eV/Å.

Calculated values
Energy above the lowest of the compared OMol25 structures with the same formula, charge and spin: 0.0 kJ/mol
Orbital gap: 0.2487 Ha
Net charge: +2
HOMO level: -14.282 eV
E_LUMO: -0.2761 hartree

***

Molecular formula: C33H42AsN3O2RuSSi2
Method: DFT, ωB97M-V/def2-TZVPD

Structure (XYZ):
```
85
Properties=species:S:1:pos:R:3:forces:R:3
Ru 0.4084 -0.4190 -0.8301 1.1 0.0 0.4
C 1.4986 -3.8969 -0.4077 0.1 0.0 0.1
Si -0.0021 -2.7545 -0.3366 0.0 0.6 -0.3
C -0.7408 -3.0294 1.3800 0.0 -0.1 0.0
C -1.1891 -3.4754 -1.6143 0.0 -0.3 0.1
C -1.6243 -4.8063 -1.5889 0.0 0.0 0.0
C -2.4344 -5.3146 -2.5900 0.0 0.0 0.0
C -2.8384 -4.4927 -3.6382 0.0 0.0 0.0
C -2.4189 -3.1745 -3.6750 0.0 0.0 0.1
C -1.5895 -2.6587 -2.6706 -0.1 0.0 -0.3
Si -0.9473 -0.9066 -2.6974 0.3 -0.6 0.6
C -0.1998 -0.5566 -4.3822 0.1 0.1 0.0
C -2.3349 0.2883 -2.3320 0.0 0.2 0.1
H 1.1797 -4.9336 -0.2718 0.0 0.0 0.0
H 2.2248 -3.6641 0.3760 0.0 0.0 0.0
H 2.0074 -3.8260 -1.3693 0.0 0.0 0.0
H -1.0657 -4.0659 1.5026 0.0 0.0 0.0
H -1.6046 -2.3855 1.5488 -0.1 0.0 0.0
H 0.0001 -2.8228 2.1564 0.0 0.0 0.1
H -1.3229 -5.4599 -0.7769 0.0 0.0 0.0
H -2.7498 -6.3496 -2.5626 0.0 0.0 0.0
H -3.4730 -4.8847 -4.4225 0.0 0.0 0.0
H -2.7485 -2.5430 -4.4943 0.0 0.0 0.0
H -0.8326 -1.0293 -5.1367 0.0 0.0 0.0
H 0.7979 -0.9897 -4.4808 0.0 0.0 0.0
H -0.1419 0.5094 -4.6087 0.0 0.0 0.0
H -3.1493 0.1295 -3.0436 0.0 0.0 0.0
H -2.0155 1.3301 -2.3970 0.0 0.0 0.0
H -2.7196 0.1115 -1.3279 -0.1 0.0 0.1
C -1.2158 3.7657 3.1178 0.0 0.0 0.0
O -1.8441 2.5192 2.8310 0.0 -0.2 0.0
C -2.7506 2.4707 1.8324 0.0 0.0 0.1
C -3.0431 3.5409 0.9939 0.0 0.0 -0.1
C -4.0206 3.4237 0.0174 0.0 0.0 0.0
C -4.7418 2.2485 -0.1232 0.0 0.0 0.0
C -4.4700 1.1868 0.7211 0.0 0.0 0.0
C -3.4748 1.2794 1.6804 0.3 -0.1 0.0
N -3.3583 0.2026 2.6066 0.3 -0.1 0.1
C -2.3776 -0.2432 3.3794 -0.3 0.0 -0.3
C -0.9764 -0.1671 3.3054 0.0 0.2 -0.1
C -0.3160 -0.4084 4.5451 -0.1 0.0 -0.1
C 1.0383 -0.4017 4.6644 0.0 0.0 -0.1
C 1.8059 -0.2201 3.4949 0.1 0.0 0.1
C 1.2204 -0.0540 2.2758 -0.2 0.0 -0.2
C -0.1997 0.0029 2.1038 0.2 0.0 0.0
O -0.7029 0.1373 0.9359 -0.5 -0.1 -0.1
H -0.5066 3.5580 3.9145 0.0 0.0 0.0
H -1.9501 4.4992 3.4547 0.0 0.0 0.0
H -0.6828 4.1528 2.2483 0.0 0.0 0.1
H -2.5310 4.4819 1.1236 0.1 0.0 0.0
H -4.2323 4.2726 -0.6185 0.0 0.0 0.0
H -5.5144 2.1583 -0.8718 0.0 0.0 0.0
H -5.0437 0.2702 0.6467 0.0 0.0 0.0
H -4.2519 -0.2365 2.7854 0.0 0.1 0.2
H -2.7603 -0.8143 4.2216 0.0 0.0 -0.1
H -0.9284 -0.5719 5.4238 0.0 0.0 0.0
H 1.5144 -0.5493 5.6220 0.0 0.0 0.0
H 2.8866 -0.2358 3.5743 0.0 0.0 0.0
H 1.8111 0.0190 1.3651 -0.1 0.0 0.1
C 4.1653 1.2382 0.6585 0.0 0.1 0.0
As 4.2521 -0.4966 -0.1758 0.1 0.1 0.1
C 5.9076 -0.5167 -1.1412 0.0 0.0 -0.1
C 4.4525 -1.8338 1.1854 0.0 0.0 0.0
S 2.7365 -0.9702 -1.5563 -0.9 -0.3 -0.6
H 4.7469 1.2239 1.5796 0.0 0.0 0.0
H 3.1326 1.5024 0.8778 0.1 0.0 0.0
H 4.5938 1.9604 -0.0350 0.0 0.0 0.0
H 6.7341 -0.3308 -0.4564 0.0 0.0 0.0
H 5.8732 0.2535 -1.9090 0.0 0.0 0.0
H 6.0198 -1.4922 -1.6105 0.0 0.0 0.0
H 5.2262 -1.5231 1.8870 0.0 0.0 0.0
H 4.7483 -2.7557 0.6868 0.0 0.0 0.0
H 3.5085 -1.9927 1.6987 -0.1 0.0 0.0
N 0.8262 5.9038 0.9509 -0.1 0.0 0.0
C 0.9309 5.0831 0.1543 0.0 -0.2 -0.1
C 1.0897 4.0424 -0.8316 0.0 0.2 0.1
C 1.6638 4.3230 -2.0674 0.0 0.0 0.0
C 1.8553 3.2750 -2.9479 0.0 0.0 0.1
C 1.4778 2.0020 -2.5594 0.0 -0.1 0.0
N 0.8922 1.7299 -1.3843 0.1 0.4 0.1
C 0.6953 2.7402 -0.5378 0.0 0.0 0.0
H 1.9491 5.3347 -2.3207 0.0 0.0 0.0
H 2.2986 3.4322 -3.9202 0.0 0.0 0.0
H 1.6565 1.1542 -3.2071 0.0 0.0 0.0
H 0.2092 2.4961 0.4008 0.0 0.0 0.0
```
Positions in Å, forces in eV/Å.

Calculated values
Energy above the lowest of the compared OMol25 structures with the same formula, charge and spin: 100.6 kJ/mol
Orbital gap (alpha / beta): 0.2564 / 0.2487 Ha
Net charge: +1
Spin multiplicity: 2
HOMO level (alpha / beta): -10.289 / -10.087 eV
E_LUMO (alpha / beta): -0.1218 / -0.1221 hartree

***

Molecular formula: C3LiLuO6
Method: DFT, ωB97M-V/def2-TZVPD

Structure (XYZ):
```
11
Properties=species:S:1:pos:R:3:forces:R:3
O -0.1896 -1.7797 -1.6270 1.5 1.8 -1.9
C -0.9846 -2.2133 -0.7528 -0.6 -0.7 1.7
O -0.4979 -1.6552 0.4655 1.2 1.8 -3.1
C -0.8267 -2.1386 1.8179 -1.1 -2.7 4.2
O -1.3911 -3.2211 1.8736 0.6 1.7 -1.1
O -0.3652 -1.3709 2.6590 0.4 0.8 -1.1
Lu 0.8851 -0.2448 -0.6090 -2.1 -1.8 1.0
C 0.1998 2.8604 -1.4556 -0.7 2.6 -0.8
O 0.3476 4.0646 -1.4257 0.0 -1.5 0.2
O 0.9426 1.9968 -0.8869 1.0 -2.4 1.0
Li 1.8799 3.7017 -0.0590 -0.3 0.4 -0.2
```
Positions in Å, forces in eV/Å.

Calculated values
Energy above the lowest of the compared OMol25 structures with the same formula, charge and spin: 6.9 kJ/mol
Orbital gap (alpha / beta): 0.1857 / 0.1806 Ha
Net charge: +1
Spin multiplicity: 2
HOMO level (alpha / beta): -12.033 / -12.034 eV
E_LUMO (alpha / beta): -0.2565 / -0.2616 hartree

***

Molecular formula: C6H16N2
Method: DFT, ωB97M-V/def2-TZVPD

Structure (XYZ):
```
24
Properties=species:S:1:pos:R:3:forces:R:3
C -1.1174 -2.2691 0.0613 0.4 -0.3 0.0
C -1.1310 -3.0898 1.3654 -1.8 -1.1 -0.3
C 0.1019 -1.3217 -0.0028 -1.2 -0.5 -0.5
N -0.3461 0.0610 -0.2917 2.4 -0.4 0.7
C -0.4390 0.1886 -1.7345 -1.0 -1.2 -1.9
C 0.6097 0.9397 0.3959 0.7 0.7 1.1
C 0.4899 2.4236 0.0091 0.6 -0.1 0.2
N 1.7778 3.0987 0.1971 0.5 -0.2 0.9
H -1.1389 -2.9049 -0.8567 0.4 -0.2 0.9
H -2.0853 -1.7915 -0.0938 0.3 0.8 0.5
H -2.1825 -3.4248 1.4873 0.4 -0.6 -0.3
H -1.0371 -2.6487 2.3632 0.8 0.8 -0.5
H -0.4895 -3.9783 1.2894 -0.1 0.2 0.2
H 0.7184 -1.4471 0.8990 -0.5 0.6 0.1
H 0.7494 -1.6604 -0.8148 0.2 0.1 0.0
H -0.0512 1.0641 -2.2664 -0.3 0.1 0.7
H -0.0451 -0.6593 -2.3470 0.9 0.3 0.8
H -1.4664 -0.0481 -2.0622 -0.4 1.0 0.3
H 0.5594 0.7445 1.5093 -1.2 0.6 -0.7
H 1.6950 0.7293 0.4120 0.0 -0.5 -1.6
H -0.3548 2.8508 0.5529 0.0 0.3 -0.1
H 0.3493 2.5371 -1.0572 -0.6 -0.3 -0.1
H 1.8847 4.0102 -0.2290 -0.5 -0.1 -0.1
H 2.0188 3.1936 1.1775 -0.1 0.0 0.0
```
Positions in Å, forces in eV/Å.

Calculated values
Energy above the lowest of the compared OMol25 structures with the same formula, charge and spin: 195.6 kJ/mol
Orbital gap (alpha / beta): 0.0854 / 0.3216 Ha
Net charge: -1
Spin multiplicity: 2
HOMO level (alpha / beta): 1.497 / -5.018 eV
E_LUMO (alpha / beta): 0.1404 / 0.1372 hartree

***

Molecular formula: C11H14BN7OV
Method: DFT, ωB97M-V/def2-TZVPD

Structure (XYZ):
```
35
Properties=species:S:1:pos:R:3:forces:R:3
C 2.8842 -0.7142 1.1102 -0.3 0.4 -1.6
N 1.5844 -0.6042 0.7631 -0.4 0.7 -0.1
N 1.5328 0.0842 -0.4527 0.2 -0.5 0.2
C 2.7954 0.1711 -0.9284 -0.3 0.0 0.8
C 3.6822 -0.2983 0.0257 -0.3 0.1 0.4
B 0.2843 0.4255 -1.3762 1.5 -0.9 -0.9
N -0.5625 -0.8656 -1.1148 -0.3 -0.7 0.0
N -0.7802 -1.5791 0.0668 -1.1 0.4 -0.8
C -1.5640 -2.6409 -0.2664 0.6 0.7 -1.0
C -1.6858 -2.7151 -1.6570 -0.3 -0.2 0.4
C -1.0268 -1.6041 -2.1510 -0.3 0.4 1.1
V 0.1115 -1.7967 1.9231 6.2 4.6 -6.0
N -0.3821 1.9482 -1.5243 -0.3 0.9 -0.6
N -1.0081 2.4843 -0.4055 -0.2 0.4 0.1
C -1.4716 3.6927 -0.7015 0.2 -0.2 -0.2
C -1.1878 3.9992 -2.0503 -1.1 1.1 1.9
C -0.4934 2.8782 -2.5441 1.4 -3.3 0.8
H -1.9783 4.2855 0.0584 0.1 -0.2 -0.4
H -0.0916 2.7653 -3.5545 -0.1 -0.3 0.5
H -1.4744 4.9245 -2.5287 0.2 -0.2 -0.4
H 0.7106 0.3500 -2.5208 -0.3 -0.2 0.5
H -0.8524 -1.2495 -3.1546 -0.2 -0.1 0.0
H 2.9178 0.5343 -1.9330 0.4 0.2 0.0
H -2.2440 -3.4498 -2.2109 0.1 0.0 0.0
H 4.7535 -0.3040 -0.0346 0.1 0.0 0.0
H -2.0550 -3.2262 0.5009 0.3 -0.3 -0.3
H 3.1708 -1.0284 2.1062 0.0 -0.3 -0.3
H -1.5103 -0.6421 2.1385 0.4 -0.1 0.1
C -1.7337 -1.5803 2.6835 -2.3 -0.5 1.8
H -2.4514 -2.1567 2.1023 0.1 0.0 0.2
H -0.8213 -2.1987 3.0290 -4.0 -0.6 3.1
H -2.2008 -1.2615 3.6244 0.3 -0.2 -0.1
O 1.3325 1.4823 4.1551 -0.3 -1.0 -0.5
C 1.0467 0.4627 3.6628 0.9 3.4 1.6
N 0.7687 -0.5727 3.1592 -1.1 -3.3 -0.6
```
Positions in Å, forces in eV/Å.

Calculated values
Orbital gap (alpha / beta): 0.2430 / 0.1936 Ha
Net charge: +2
Spin multiplicity: 4
HOMO level (alpha / beta): -15.522 / -15.521 eV
E_LUMO (alpha / beta): -0.3274 / -0.3768 hartree

***

no.,largest force on an atom (eV Å⁻¹)
1,0.52
2,0.47
3,3.91
4,2.86
5,1.18
6,5.10
7,2.53
8,9.81